(1)
Molecular formula: CH3B3CuN2O3S
Method: DFT, ωB97M-V/def2-TZVPD

Values from the calculation:
total charge: +1
spin multiplicity: 1
LUMO energy: -0.2195 Eh
frontier orbital gap: 0.27077 hartree
HOMO: -0.490 hartree

The geometry in XYZ format:
```
14
Properties=species:S:1:pos:R:3:forces:R:3:lowdin_charge:R:1
N 2.4405 -0.0840 0.6402 -0.0418 0.2241 -0.3447 0.23
B 1.3230 -0.5657 -0.0939 0.3291 -0.4780 -0.9493 -0.58
O 0.5279 -1.6524 0.3425 0.0715 0.7855 0.7038 0.32
B -0.7800 -1.3911 0.2791 -0.0528 -1.5135 0.0130 -0.41
O -1.3692 -0.6713 -0.7475 -0.4649 0.5401 0.6128 0.21
B -0.4949 0.4055 -1.1034 0.1181 0.0594 -1.2697 -0.63
N -0.9838 1.7513 -1.1223 0.0367 -0.5371 0.3794 0.26
C -1.1757 2.2837 -0.0450 -0.1310 0.1640 -0.6036 -0.76
S -1.4193 2.9623 1.3171 -0.0783 0.2576 0.4020 0.87
O 0.8096 0.0530 -1.2605 -0.0793 0.6706 1.0147 0.34
H 2.3959 0.9320 0.6527 0.1590 0.0691 -0.0182 0.10
H 3.3426 -0.2884 0.2218 0.1321 -0.3253 0.3068 0.11
H -1.5260 -1.8594 1.1370 -0.2567 -0.1973 -0.2997 0.15
Cu -3.0905 -1.8756 -0.2177 0.2583 0.2809 0.0528 0.78
```
Forces are in eV/Å.

(2)
Molecular formula: CH3BBr2
Method: DFT, ωB97M-V/def2-TZVPD

Values from the calculation:
spin multiplicity: 1
LUMO energy: -0.0259 Eh
frontier orbital gap: 0.28396 hartree
energy relative to the best compared isomer or geometry (same formula, charge and spin): 105.7 kcal per mole
HOMO: -0.310 hartree

The geometry in XYZ format:
```
7
Properties=species:S:1:pos:R:3:forces:R:3:lowdin_charge:R:1
B 0.1131 -1.1940 0.2221 -0.1170 0.0460 -0.2970 -0.63
C 0.3121 1.4262 -0.3724 1.0246 0.1420 2.8342 -0.53
Br -1.4306 1.8493 0.0485 -0.5456 0.2006 -0.4586 0.61
Br 0.4185 -1.2160 2.0131 0.4573 0.5276 1.5043 0.78
H -0.2860 -2.2153 -0.0938 -0.4620 -0.8023 -1.2073 -0.04
H 0.3025 -0.2071 -0.4363 0.1745 -0.1789 -0.2262 -0.10
H 0.5704 1.5568 -1.3812 -0.5317 0.0651 -2.1495 -0.08
```
Forces are in eV/Å.

(3)
Molecular formula: CH3BBr2
Method: DFT, ωB97M-V/def2-TZVPD

Values from the calculation:
spin multiplicity: 3
LUMO energy (spin up / spin down): 0.0143 / -0.1571 Eh
frontier orbital gap (spin up / spin down): 0.23915 / 0.22969 hartree
HOMO (spin up / spin down): -0.225 / -0.387 hartree
⟨S²⟩: 2.008

The geometry in XYZ format:
```
7
Properties=species:S:1:pos:R:3:forces:R:3:lowdin_spin:R:1
B 0.8586 -0.1416 0.5115 -3.8032 0.1792 2.3014 0.19
C -0.4723 -0.0211 -0.6051 -2.5372 -3.7451 -2.7618 0.73
Br -2.2268 -0.6328 0.0025 1.4054 -0.1472 -0.1958 0.41
Br -0.0724 1.9149 -0.0044 1.9840 3.0007 1.7579 0.63
H 1.8901 -0.3732 0.1678 1.8470 -0.0921 -1.1738 0.02
H 0.4739 -0.5628 1.6683 0.5092 0.9938 -1.7613 0.00
H -0.4510 -0.1834 -1.7406 0.5947 -0.1892 1.8333 0.03
```
Forces are in eV/Å.